No. 1
{"formula": "C27H34BN7S3Ti", "method": "the ωB97M-V functional and the def2-TZVPD basis", "species": ["Ti", "S", "C", "C", "C", "C", "N", "C", "C", "C", "S", "C", "N", "H", "H", "N", "C", "C", "N", "C", "H", "H", "H", "H", "C", "C", "C", "C", "C", "C", "H", "H", "H", "H", "H", "C", "C", "C", "C", "N", "C", "S", "N", "C", "C", "C", "C", "H", "H", "H", "H", "H", "H", "H", "H", "H", "H", "H", "H", "H", "H", "H", "H", "H", "H", "H", "H", "B", "C", "N", "H", "H", "H"], "coordinates": [[-0.2355, 0.2913, -0.1597], [1.9587, -0.8441, 0.0054], [2.2461, 0.0169, -1.4974], [2.7670, -0.6265, -2.6323], [2.9587, 0.0472, -3.8142], [3.4544, -0.6799, -4.9749], [3.8280, -1.2839, -5.8780], [2.6452, 1.4153, -3.8963], [2.1344, 2.0662, -2.7991], [1.9099, 1.3815, -1.5903], [1.1892, 2.2005, -0.2095], [2.8437, 2.1482, -5.1380], [2.9924, 2.7398, -6.1113], [3.0150, -1.6778, -2.5767], [1.9000, 3.1202, -2.8717], [-0.6671, -3.4312, -2.3837], [-0.6080, -2.5718, -3.4689], [-0.5261, -1.3334, -2.9393], [-0.5220, -1.4213, -1.5512], [-0.6067, -2.7043, -1.2618], [-0.7304, -4.4343, -2.4182], [-0.6304, -2.9159, -4.4877], [-0.4785, -0.3831, -3.4412], [-0.5993, -3.1404, -0.2779], [-3.6476, 1.9232, -3.2682], [-2.4463, 2.6165, -3.2231], [-1.4212, 2.1978, -2.3777], [-1.5633, 1.0587, -1.5853], [-2.7848, 0.3776, -1.6445], [-3.8205, 0.8047, -2.4603], [-4.4477, 2.2540, -3.9190], [-2.3055, 3.4973, -3.8392], [-0.5117, 2.7788, -2.3292], [-2.9472, -0.5091, -1.0429], [-4.7568, 0.2598, -2.4731], [2.3327, -1.1830, 5.4992], [1.9474, 0.0776, 6.2708], [0.5850, 0.6645, 5.9188], [0.4651, 1.2147, 4.5006], [0.3650, 0.1858, 3.4607], [-0.7371, -0.4858, 3.1341], [-0.6811, -1.5386, 1.7479], [-1.8246, -0.3332, 3.8537], [-3.1485, -0.8680, 3.5094], [-3.4534, -2.2105, 4.1705], [-4.0314, -2.1071, 5.5794], [-3.1128, -1.4094, 6.5814], [3.2194, -1.6470, 5.9335], [2.5616, -0.9802, 4.4500], [1.5267, -1.9237, 5.5187], [2.7118, 0.8486, 6.1248], [1.9467, -0.1484, 7.3391], [0.3622, 1.4918, 6.5981], [-0.1893, -0.0932, 6.0883], [1.3437, 1.8108, 4.2531], [-0.3896, 1.8903, 4.4062], [1.1467, 0.0340, 2.8372], [-1.8187, 0.4026, 4.5402], [-3.2008, -0.9482, 2.4270], [-3.8581, -0.1011, 3.8176], [-2.5305, -2.7986, 4.1911], [-4.1517, -2.7527, 3.5285], [-4.2591, -3.1122, 5.9416], [-4.9868, -1.5753, 5.5312], [-2.1098, -1.8491, 6.5738], [-3.4996, -1.4879, 7.5990], [-3.0126, -0.3399, 6.3659], [-2.6461, 2.9855, 2.8669], [-1.8818, 2.0618, 1.8286], [-1.2676, 1.3961, 1.1083], [-3.0845, 2.2619, 3.7511], [-3.5339, 3.5668, 2.2774], [-1.8030, 3.7581, 3.2998]], "forces_ev_per_a": [[1.18, -0.69, -0.18], [-0.16, 0.07, -0.26], [0.16, -0.06, 0.11], [-0.05, -0.19, 0.30], [0.24, -0.29, -0.66], [-0.21, 0.32, 0.50], [-0.01, 0.02, 0.03], [0.17, 0.29, -0.75], [-0.17, 0.06, 0.35], [0.03, 0.14, -0.08], [-0.32, -0.18, -0.22], [-0.07, -0.30, 0.51], [-0.01, -0.01, 0.02], [-0.02, -0.01, 0.03], [-0.03, -0.03, 0.04], [0.00, -0.11, -0.32], [-0.01, -0.36, 0.19], [0.03, 0.17, 0.37], [-0.08, -0.10, -0.24], [0.10, 0.22, -0.13], [-0.01, 0.03, -0.02], [0.00, -0.01, 0.05], [-0.01, 0.01, 0.01], [0.00, 0.02, 0.01], [0.05, -0.03, 0.05], [0.00, -0.01, 0.01], [-0.17, -0.11, -0.02], [-0.08, 0.18, -0.22], [0.02, 0.14, 0.03], [0.00, 0.09, -0.07], [0.03, 0.00, 0.01], [-0.01, -0.03, 0.02], [0.05, 0.04, -0.01], [-0.01, -0.11, 0.08], [0.00, 0.02, -0.01], [-0.02, -0.05, -0.09], [0.10, 0.00, 0.00], [-0.12, -0.03, 0.00], [0.02, -0.10, -0.21], [0.06, -0.05, -0.12], [0.54, -0.06, -0.32], [-0.10, 0.36, -0.07], [-0.59, -0.04, 0.03], [0.12, 0.10, 0.08], [0.11, -0.03, 0.01], [0.01, 0.07, 0.05], [0.06, 0.06, 0.00], [-0.02, 0.03, 0.00], [-0.03, 0.01, 0.09], [0.04, 0.06, 0.02], [-0.01, -0.04, 0.01], [0.01, -0.01, 0.02], [0.02, -0.03, 0.01], [0.01, 0.04, -0.01], [0.01, 0.00, 0.00], [-0.06, 0.00, 0.00], [-0.03, 0.04, 0.07], [0.02, 0.09, 0.15], [0.04, -0.01, -0.05], [-0.11, 0.01, -0.01], [-0.03, -0.02, -0.05], [-0.02, 0.02, 0.03], [0.01, -0.01, -0.02], [0.01, -0.01, 0.02], [-0.07, 0.02, -0.01], [-0.02, -0.01, -0.06], [-0.01, -0.09, 0.00], [0.08, -0.01, -0.04], [-0.19, 0.39, 0.35], [-0.57, 0.40, 0.66], [0.08, 0.03, -0.11], [0.15, -0.13, 0.07], [-0.13, -0.18, -0.09]], "e_above_lowest_kj_mol": 28.7, "charge": 0, "lumo_energy_ev": -0.95, "orbital_gap_ev": 7.2648, "largest_force_ev_per_a": 1.38}


No. 2
{"formula": "C35H51Cl5N8O2PSn", "method": "the ωB97M-V functional and the def2-TZVPD basis", "species": ["Sn", "Cl", "C", "C", "C", "Cl", "C", "Cl", "C", "Cl", "C", "Cl", "N", "C", "C", "C", "C", "N", "C", "N", "N", "C", "O", "O", "H", "H", "H", "H", "H", "H", "H", "H", "H", "H", "H", "H", "H", "H", "C", "C", "C", "C", "P", "C", "C", "C", "C", "C", "C", "C", "C", "C", "C", "H", "H", "H", "H", "H", "H", "H", "H", "H", "H", "H", "H", "H", "H", "H", "H", "H", "H", "H", "H", "H", "H", "H", "C", "C", "C", "C", "C", "N", "H", "H", "H", "H", "H", "H", "H", "H", "H", "N", "C", "C", "N", "C", "C", "N", "H", "H", "H", "H", "H"], "coordinates": [[-0.2684, -0.8056, 0.7048], [-1.1704, -1.0388, 3.8354], [-1.9606, 0.4402, 3.2283], [-1.9575, 0.6312, 1.8677], [-2.6972, 1.7061, 1.4202], [-2.8272, 1.9368, -0.3154], [-3.3756, 2.5763, 2.2700], [-4.3053, 3.8872, 1.6528], [-3.2951, 2.3691, 3.6502], [-4.0849, 3.4455, 4.7317], [-2.5849, 1.2760, 4.1479], [-2.5060, 0.9835, 5.8402], [2.9057, -1.3005, 0.8129], [2.6282, -2.2830, 1.8587], [3.8586, -2.9344, 2.4921], [4.8965, -1.9643, 3.0583], [4.5813, -1.3710, 4.4343], [3.2615, -0.7415, 4.5892], [2.8269, 0.3195, 3.9130], [1.5487, 0.6734, 3.9446], [3.6769, 1.0592, 3.1956], [1.6792, -3.3291, 1.2388], [2.0375, -4.4791, 1.0897], [0.5123, -2.8628, 0.9095], [3.4345, -1.7289, 0.0596], [3.4420, -0.5148, 1.1564], [2.0253, -1.7827, 2.6220], [4.3259, -3.5537, 1.7242], [3.5390, -3.6403, 3.2649], [5.1121, -1.1781, 2.3298], [5.8447, -2.4910, 3.1885], [5.3499, -0.6543, 4.7360], [4.6024, -2.1613, 5.1830], [2.5531, -1.2843, 5.0558], [0.8469, 0.0577, 4.3301], [1.2273, 1.3727, 3.2785], [4.6681, 0.9111, 3.2529], [3.3200, 1.8546, 2.6851], [-0.5449, -3.4478, -2.4744], [0.3588, -2.3822, -3.1083], [0.2763, -2.5157, -4.6293], [1.7886, -2.6346, -2.6214], [-0.2582, -0.7465, -2.4296], [-1.8254, -0.4963, -3.3395], [-2.9927, -0.8738, -2.6815], [-4.2351, -0.7797, -3.2930], [-4.3285, -0.2837, -4.5830], [-3.1762, 0.1040, -5.2550], [-1.9377, -0.0088, -4.6440], [0.8923, 0.6705, -2.8894], [0.0803, 1.9653, -2.7655], [1.5657, 0.6142, -4.2637], [2.0023, 0.7265, -1.8287], [-0.2389, -4.4308, -2.8415], [-1.5943, -3.3058, -2.7403], [-0.4405, -3.4538, -1.3894], [0.6236, -3.5136, -4.9098], [0.8967, -1.7923, -5.1555], [-0.7494, -2.4139, -4.9836], [2.0719, -3.6587, -2.8753], [1.8504, -2.5383, -1.5348], [2.5146, -1.9671, -3.0858], [-2.9254, -1.2511, -1.6717], [-5.1229, -1.0900, -2.7566], [-5.2926, -0.2004, -5.0672], [-3.2420, 0.4888, -6.2644], [-1.0588, 0.2819, -5.1994], [-0.7061, 2.0428, -3.5150], [0.7588, 2.8130, -2.8974], [-0.3836, 2.0502, -1.7799], [0.8607, 0.5896, -5.0910], [2.2295, -0.2439, -4.3587], [2.1765, 1.5133, -4.3849], [1.6028, 0.8201, -0.8179], [2.6302, 1.5998, -2.0296], [2.6398, -0.1556, -1.8541], [-1.0481, 5.0879, 1.1354], [0.4776, 5.0262, 0.9887], [0.8837, 5.1868, -0.4816], [1.1499, 6.0911, 1.8640], [0.9322, 3.7021, 1.4495], [1.3012, 2.6753, 1.8100], [-1.3921, 6.0646, 0.7938], [-1.3522, 4.9623, 2.1752], [-1.5337, 4.3236, 0.5297], [0.6013, 6.1859, -0.8141], [0.3722, 4.4570, -1.1087], [1.9599, 5.0723, -0.6126], [0.7879, 7.0720, 1.5561], [2.2339, 6.0739, 1.7510], [0.9029, 5.9503, 2.9161], [-5.8311, -1.8829, 0.3383], [-4.6058, -2.4665, 0.4785], [-3.4454, -1.6860, 0.5938], [-2.2428, -2.2407, 0.6700], [-2.1718, -3.5816, 0.6508], [-3.3302, -4.3295, 0.5462], [-4.5407, -3.7932, 0.4557], [-5.9522, -0.9175, 0.5878], [-6.6293, -2.4873, 0.4378], [-3.5026, -0.6079, 0.6018], [-1.1922, -4.0238, 0.7273], [-3.2704, -5.4106, 0.5320]], "forces_ev_per_a": [[0.14, 0.13, -0.18], [-0.08, -0.01, -0.02], [0.03, -0.04, 0.02], [-0.19, -0.28, 0.18], [0.09, 0.07, 0.00], [0.03, 0.01, -0.02], [0.03, 0.01, -0.01], [-0.03, -0.01, 0.00], [-0.01, 0.02, 0.02], [0.01, 0.00, 0.00], [0.00, 0.03, -0.04], [0.01, 0.00, 0.02], [0.03, 0.00, -0.07], [0.01, -0.04, 0.06], [0.02, -0.04, -0.02], [0.00, -0.01, 0.04], [-0.02, 0.05, 0.05], [-0.04, -0.07, -0.08], [-0.01, 0.05, 0.03], [0.00, 0.01, -0.03], [0.02, 0.02, -0.08], [0.01, 0.03, 0.10], [0.00, 0.03, -0.05], [-0.10, -0.08, 0.01], [0.01, 0.00, 0.01], [0.00, 0.02, 0.00], [0.00, 0.07, -0.02], [0.02, 0.02, 0.00], [-0.03, 0.02, 0.01], [-0.03, 0.03, 0.01], [-0.01, -0.01, -0.01], [0.01, 0.00, -0.02], [0.01, -0.01, -0.01], [0.00, 0.02, 0.03], [0.03, -0.04, 0.00], [0.06, 0.03, 0.05], [0.00, 0.00, 0.00], [-0.01, -0.03, 0.02], [0.01, -0.01, -0.02], [0.03, 0.00, -0.03], [0.01, 0.01, 0.00], [-0.02, -0.02, 0.01], [-0.10, -0.06, 0.02], [0.02, 0.03, -0.05], [0.00, 0.00, 0.04], [0.01, 0.01, -0.01], [-0.01, -0.01, 0.00], [-0.01, 0.00, 0.00], [0.00, 0.00, 0.01], [0.02, 0.00, 0.00], [-0.01, -0.01, -0.02], [-0.01, 0.00, 0.00], [0.02, -0.01, -0.03], [-0.01, 0.00, 0.00], [0.00, 0.01, 0.01], [0.00, 0.00, 0.00], [0.01, 0.00, 0.00], [0.00, 0.00, 0.01], [0.00, 0.00, 0.00], [0.00, 0.00, 0.01], [0.03, 0.02, 0.00], [0.00, 0.00, 0.00], [0.00, -0.01, -0.04], [0.00, 0.00, 0.00], [0.00, 0.00, 0.00], [0.00, 0.00, 0.00], [0.01, 0.00, -0.01], [0.00, 0.00, 0.00], [0.00, 0.00, 0.00], [-0.01, -0.01, 0.02], [0.00, 0.01, -0.01], [0.00, 0.00, 0.01], [0.00, 0.00, 0.00], [0.00, 0.03, 0.00], [0.00, 0.00, 0.01], [0.00, -0.01, 0.02], [0.02, 0.01, 0.01], [-0.04, -0.04, 0.00], [-0.01, 0.01, -0.01], [0.01, 0.01, 0.00], [-0.01, 0.02, -0.06], [0.08, 0.05, 0.07], [0.00, 0.00, 0.00], [0.00, -0.01, -0.01], [0.00, 0.00, 0.01], [-0.01, 0.00, 0.00], [0.01, 0.00, 0.01], [0.00, 0.01, 0.00], [0.01, 0.00, 0.00], [0.00, -0.01, 0.00], [0.00, 0.00, 0.00], [-0.01, 0.00, -0.06], [-0.01, 0.01, 0.02], [0.07, 0.00, 0.00], [-0.09, -0.06, -0.08], [-0.03, 0.06, 0.05], [0.04, -0.03, 0.00], [-0.01, 0.02, 0.01], [0.00, 0.00, 0.02], [0.00, 0.01, 0.01], [-0.01, 0.01, 0.00], [0.01, -0.02, -0.01], [-0.01, 0.00, 0.00]], "e_above_lowest_kj_mol": 106.8, "charge": 1, "lumo_energy_ev": -2.11, "orbital_gap_ev": 7.2935, "largest_force_ev_per_a": 0.38}